## A
100
Properties=species:S:1:pos:R:3 method="wB97M-V/def2-TZVPD" e_lumo_ev=0.397 homo_lumo_gap_ev=8.30 smiles=c1cc[nH]c1.c1cc[nH]c1.c1cc[nH]c1.c1cc[nH]c1.c1cc[nH]c1.c1cc[nH]c1.c1cc[nH]c1.c1cc[nH]c1.c1cc[nH]c1.c1cc[nH]c1
N -55.4050 25.6062 -0.2418
C -56.5085 25.7878 -1.1585
C -56.1277 26.8440 -1.8335
C -54.8035 27.3507 -1.4856
C -54.4077 26.5208 -0.4013
H -55.4073 24.9762 0.5689
H -57.3556 25.0569 -1.2938
H -56.8281 27.3652 -2.5430
H -54.3667 28.2916 -1.9039
H -53.5477 26.4686 0.2703
N -58.4606 33.1652 3.3449
C -57.8772 33.4759 4.5332
C -57.3322 34.7205 4.4873
C -57.7562 35.2652 3.0687
C -58.4996 34.3132 2.4489
H -58.8246 32.1189 3.0409
H -57.8439 32.5400 5.3479
H -56.7436 35.1148 5.3825
H -57.5169 36.2315 2.5823
H -59.0734 34.1594 1.5523
N -59.8007 36.0248 -0.9313
C -59.8092 34.6778 -1.4238
C -58.8976 34.5208 -2.3800
C -58.2476 35.9332 -2.5350
C -58.9586 36.7615 -1.6941
H -60.5040 36.4351 -0.2034
H -60.4183 33.9786 -1.0026
H -58.5887 33.6463 -2.9864
H -57.5930 36.3517 -3.2332
H -58.8148 37.9592 -1.7373
N -60.0467 30.7096 3.2002
C -61.0291 31.2183 3.9513
C -61.7830 32.0535 3.1734
C -61.1209 31.9615 1.7064
C -60.0530 31.0871 1.9229
H -59.4226 30.0483 3.5162
H -60.9855 31.0497 5.0401
H -62.8019 32.5435 3.6376
H -61.3505 32.4145 0.8284
H -59.2956 30.8537 1.2924
N -65.0415 31.9057 -2.4437
C -63.9974 32.6234 -3.0899
C -62.8198 32.2005 -2.4960
C -63.2099 31.2381 -1.3946
C -64.5890 31.2147 -1.4486
H -66.0607 32.0321 -2.6657
H -64.3261 33.2468 -3.8430
H -61.8879 32.8197 -2.5974
H -62.6319 30.7135 -0.7877
H -65.2737 30.8627 -0.7156
N -56.1860 30.8423 -3.1664
C -54.7703 30.9420 -3.0221
C -54.1762 30.6088 -4.1990
C -55.3337 30.1521 -5.1348
C -56.5208 30.2493 -4.3826
H -56.6713 30.7334 -2.2905
H -54.2138 31.2177 -2.0087
H -53.2864 30.3594 -4.5996
H -55.3166 30.2249 -6.1000
H -57.5059 29.9128 -4.8707
N -55.5906 32.2874 2.7357
C -55.5282 30.9320 2.8862
C -54.4752 30.5919 2.1357
C -53.8801 31.8048 1.5327
C -54.6572 32.8741 1.9803
H -56.4114 32.6948 3.0944
H -56.1016 30.1451 3.5955
H -54.3464 29.4684 1.9898
H -53.0637 31.7205 1.0613
H -54.5355 33.9889 1.7979
N -56.8594 30.9654 -0.0540
C -57.7559 31.8427 -0.6832
C -58.6911 31.1497 -1.3421
C -58.3854 29.6165 -1.0276
C -57.2694 29.6663 -0.1445
H -56.2028 31.2346 0.5573
H -57.4008 32.9394 -0.4133
H -59.4565 31.4264 -2.0072
H -58.9254 28.7068 -1.3506
H -56.8216 28.6793 0.3519
N -55.0574 33.7306 -3.8771
C -55.1466 34.6147 -2.8521
C -54.4642 35.6577 -3.1139
C -53.7570 35.4280 -4.4701
C -54.2275 34.2811 -4.8578
H -55.2686 32.7791 -4.0409
H -55.6429 34.3294 -2.0104
H -54.3962 36.6089 -2.3453
H -53.1719 36.1434 -5.0464
H -53.8335 33.6552 -5.6374
N -59.9769 27.6392 -6.3157
C -59.2563 26.7225 -5.7002
C -59.0704 27.1230 -4.4015
C -59.4348 28.5837 -4.3881
C -59.9016 28.8830 -5.6052
H -60.4979 27.5874 -7.0509
H -59.3410 25.8354 -5.9274
H -58.7630 26.4914 -3.5471
H -59.4182 29.1448 -3.4043
H -60.1573 29.7712 -6.0836

=====

## B
100
Properties=species:S:1:pos:R:3 method="wB97M-V/def2-TZVPD" e_lumo_ev=0.476 homo_lumo_gap_ev=8.38 smiles=c1cc[nH]c1.c1cc[nH]c1.c1cc[nH]c1.c1cc[nH]c1.c1cc[nH]c1.c1cc[nH]c1.c1cc[nH]c1.c1cc[nH]c1.c1cc[nH]c1.c1cc[nH]c1
N -3.0707 0.4307 3.6579
C -4.1484 -0.2470 4.1305
C -4.8653 -0.7619 3.0829
C -4.1744 -0.3183 1.8998
C -3.1766 0.5173 2.3059
H -2.3987 0.9189 4.2325
H -4.2913 -0.4986 5.1710
H -5.7780 -1.3188 3.2355
H -4.3011 -0.5604 0.8549
H -2.5035 1.1262 1.7206
N 0.0203 5.3435 0.7517
C -1.0723 4.6180 1.2067
C -1.3256 3.7399 0.2317
C -0.5818 4.0034 -0.9213
C 0.2965 4.9785 -0.5303
H 0.4972 6.1630 1.0996
H -1.4411 4.7501 2.2132
H -2.0012 2.9060 0.3525
H -0.5786 3.3905 -1.8105
H 1.0854 5.4322 -1.1118
N 4.5387 -0.6417 -3.0732
C 5.8631 -0.3190 -3.4324
C 6.6130 -0.6156 -2.2717
C 5.7450 -1.1428 -1.2823
C 4.5086 -1.0888 -1.7785
H 3.7308 -0.4870 -3.6593
H 6.2361 0.1151 -4.3483
H 7.6910 -0.5501 -2.2657
H 5.9703 -1.5309 -0.3000
H 3.5469 -1.3060 -1.3375
N -4.3392 1.0720 -3.6218
C -5.6703 1.3505 -3.5527
C -5.9024 2.3111 -2.5960
C -4.6466 2.6733 -2.0800
C -3.7054 1.8066 -2.6769
H -3.8129 0.4656 -4.2345
H -6.2986 0.8166 -4.2503
H -6.8459 2.7359 -2.2866
H -4.5212 3.4363 -1.3261
H -2.6581 1.7351 -2.4232
N 1.2365 -0.0112 -2.8302
C 1.6383 1.1237 -3.4810
C 2.0259 0.8292 -4.7811
C 1.8067 -0.5865 -4.8879
C 1.3668 -1.0942 -3.6562
H 0.9652 -0.0839 -1.8601
H 1.7964 2.0593 -2.9652
H 2.3055 1.4699 -5.6043
H 2.0775 -1.1727 -5.7537
H 1.0830 -2.0998 -3.3831
N 5.0065 2.3170 -1.7807
C 4.5853 3.4261 -2.4425
C 3.6503 4.0545 -1.6134
C 3.6395 3.3940 -0.3353
C 4.5759 2.3444 -0.4699
H 5.5871 1.5973 -2.1871
H 4.8697 3.6150 -3.4671
H 3.0661 4.9382 -1.8235
H 3.0640 3.5828 0.5589
H 4.8029 1.5494 0.2249
N 1.0850 -1.4730 0.9461
C 2.0097 -0.4579 0.6751
C 1.3041 0.6955 0.2446
C 0.0125 0.3344 0.1221
C -0.1270 -0.9678 0.6027
H 1.2586 -2.3438 1.4272
H 3.0442 -0.5783 0.9608
H 1.7854 1.6343 0.0136
H -0.7981 0.9732 -0.1960
H -1.0295 -1.5279 0.7983
N 0.0598 0.9083 3.4081
C -0.0663 2.1147 4.0981
C -0.2809 1.8507 5.3926
C -0.1257 0.4362 5.5378
C 0.0091 -0.0876 4.2833
H 0.3405 0.8620 2.4390
H 0.0685 3.0450 3.5664
H -0.3233 2.5196 6.2394
H -0.2030 -0.1995 6.4075
H 0.1749 -1.1192 4.0100
N -5.1189 -4.8208 0.4325
C -4.3941 -5.8155 -0.0975
C -3.0845 -5.3428 -0.1827
C -3.0567 -3.9970 0.3019
C -4.3550 -3.7358 0.6820
H -6.1053 -4.9722 0.5880
H -4.7950 -6.7347 -0.4985
H -2.2720 -5.9054 -0.6184
H -2.1915 -3.3583 0.4013
H -4.7077 -2.8301 1.1531
N 1.9578 -4.8786 1.3342
C 0.5900 -5.0660 1.0813
C -0.1048 -4.5411 2.1155
C 0.7875 -4.0463 2.9930
C 2.0677 -4.1603 2.5250
H 2.7671 -5.3222 0.9239
H 0.2146 -5.6411 0.2478
H -1.1654 -4.6662 2.2757
H 0.4067 -3.6552 3.9249
H 2.9784 -3.8305 3.0028

=====

Stability verdict: B, ahead by 11.475 eV

=====

## A
9
Properties=species:S:1:pos:R:3 method="wB97M-V/def2-TZVPD" e_lumo_ev=4.049 total_charge=-1 homo_lumo_gap_ev=8.94
C 0.0388 -0.9443 -0.6708
O -1.3984 0.3989 1.3335
O 0.0073 1.8290 -0.1656
O 0.9558 0.5892 1.8704
O -0.5588 -0.5582 -1.6233
F -0.3168 -2.0389 0.1596
S -0.0266 0.4110 0.7903
H 1.5305 -1.1524 -0.7164
H -0.2319 1.4656 -0.9777

=====

## B
9
Properties=species:S:1:pos:R:3 method="wB97M-V/def2-TZVPD" e_lumo_ev=4.187 total_charge=-1 homo_lumo_gap_ev=9.90
C 0.3621 -0.2861 -0.4424
O -0.0169 -2.0016 1.6422
O -0.3938 -2.6098 -0.6671
O -1.9626 -1.1187 0.3933
O 0.6373 -0.7844 -1.6742
F 1.4903 0.1684 0.2564
S -0.6218 -1.5907 0.4239
H -0.6455 0.7982 -0.3149
H 0.2209 -1.7674 -1.4429

=====

Stability verdict: B, ahead by 0.571 eV

=====

## A
27
Properties=species:S:1:pos:R:3 method="wB97M-V/def2-TZVPD" e_lumo_ev=0.942 homo_lumo_gap_ev=8.82 smiles=Cc1c[nH]c2ccccc12.CC
C -0.2512 -0.5008 -3.4913
C 0.8773 -0.8519 -4.4324
H 0.0280 -0.4456 -2.4185
H -0.6085 0.5661 -3.7045
H -1.1130 -1.1980 -3.4278
H 0.7343 -0.4436 -5.4149
H 1.1045 -1.9339 -4.5722
H 1.8405 -0.3726 -4.0545
C -1.2982 2.5368 2.2563
C 0.7736 -0.2833 0.9269
C -0.5048 0.2794 1.3065
C -0.2578 1.5958 1.8429
C 1.0625 1.8724 1.6361
C -0.1317 -2.0413 -0.2980
C 1.0019 -1.4897 0.2120
C -1.3792 -1.5931 0.0871
C -1.6127 -0.4500 0.8767
N 1.7532 0.7200 1.1866
H -0.0749 -2.9267 -0.8928
H 1.9004 -1.7498 -0.1637
H -2.1931 -2.2056 -0.1344
H -2.6634 -0.1186 1.0191
H 2.7126 0.5407 1.0766
H 1.6072 2.7263 1.7986
H -1.6104 2.3195 3.2562
H -2.2547 2.1862 1.7678
H -1.3606 3.5695 2.0207

=====

## B
27
Properties=species:S:1:pos:R:3 method="wB97M-V/def2-TZVPD" e_lumo_ev=0.919 homo_lumo_gap_ev=8.69 smiles=Cc1c[nH]c2ccccc12.CC
C -1.6827 3.1364 0.0727
C -0.3428 2.4239 0.0288
H -2.4529 2.4030 -0.2373
H -2.0869 3.3250 1.0810
H -1.7800 4.0350 -0.5170
H 0.4468 3.1518 -0.2836
H -0.2276 1.6299 -0.6820
H -0.0630 2.0444 1.0111
C 3.0994 -1.7386 0.1450
C -0.3892 -0.7186 0.5574
C 0.5747 -1.4075 -0.2417
C 1.7037 -1.5417 0.6798
C 1.3519 -1.1034 1.9104
C -1.8963 -0.6826 -1.2209
C -1.6268 -0.2617 0.0805
C -1.0225 -1.4473 -1.9561
C 0.2307 -1.8634 -1.5037
N 0.0166 -0.6758 1.8633
H -2.8988 -0.5430 -1.6161
H -2.4022 0.0409 0.7895
H -1.2540 -1.7153 -2.9901
H 0.9071 -2.3711 -2.1811
H -0.4723 -0.1168 2.5400
H 1.9087 -1.2445 2.8169
H 3.2466 -1.9746 -0.9064
H 3.8307 -2.1054 0.8867
H 3.2810 -0.6794 -0.1271

=====

Stability verdict: A, ahead by 0.112 eV